Computed, not measured: a structure of composition C39H30Br2IMnN6O5S at a distorted geometry, with ωB97M-V/def2-TZVPD.

Structure (XYZ):
```
85
Properties=species:S:1:pos:R:3:forces:R:3:mulliken_spin:R:1
Mn 1.913 2.156 -0.206 -0.12 0.03 1.51 0.9864
C -0.202 4.842 0.016 -0.03 0.00 0.01 -0.0054
C 1.253 5.159 -0.104 -0.08 0.07 0.02 0.0055
C 1.684 6.507 -0.101 0.04 -0.02 0.01 0.0030
C 3.008 6.822 -0.188 -0.05 -0.01 0.01 -0.0018
C 3.966 5.789 -0.275 -0.03 -0.06 -0.01 0.0038
C 5.373 5.953 -0.342 0.01 0.04 0.01 -0.0139
Br 6.122 7.686 -0.329 -0.02 -0.06 0.00 -0.0019
C 6.199 4.867 -0.409 0.03 0.00 0.02 0.0064
C 5.674 3.562 -0.415 0.05 -0.10 -0.05 -0.0147
Br 6.842 2.092 -0.509 -0.05 0.05 0.00 -0.0021
C 4.317 3.348 -0.359 -0.02 0.08 -0.07 -0.0055
O 3.740 2.149 -0.380 -0.35 0.03 -0.04 -0.0405
C 3.468 4.478 -0.285 0.04 0.05 0.01 0.0082
N 2.134 4.183 -0.213 0.14 -0.15 -0.04 -0.0205
H -0.704 5.624 0.584 -0.01 0.00 0.00 -0.0003
H -0.377 3.879 0.488 0.01 0.02 0.00 0.0016
H -0.659 4.803 -0.974 0.00 0.00 -0.01 0.0008
H 0.936 7.283 -0.019 0.00 0.00 0.00 0.0000
H 3.334 7.853 -0.178 0.00 0.00 -0.01 -0.0003
H 7.271 5.000 -0.455 0.00 0.00 0.00 -0.0001
C -2.907 -5.289 0.348 0.06 -0.05 0.05 0.0000
O -1.814 -6.073 0.823 -0.09 -0.05 -0.06 0.0016
C -0.873 -5.474 1.562 0.12 0.13 0.05 0.0033
C 0.194 -6.281 1.982 -0.07 -0.04 -0.07 -0.0024
C 1.212 -5.728 2.714 0.03 0.09 0.05 0.0045
C 1.199 -4.359 3.027 -0.25 0.19 -0.19 0.0064
C 0.104 -3.568 2.656 0.03 -0.16 -0.08 0.0037
C -0.917 -4.121 1.917 -0.15 0.06 0.03 -0.0016
N 2.330 -3.906 3.696 -0.04 -0.81 0.31 0.0065
N 2.593 -2.729 3.918 0.68 0.54 -0.09 0.0256
C 2.320 -1.558 3.300 -0.46 0.20 0.10 0.0214
C 2.141 -0.422 4.124 -0.09 -0.25 0.15 -0.0064
C 1.912 0.832 3.621 0.08 -0.01 -0.30 0.0074
C 1.910 1.022 2.226 0.17 -1.21 0.02 -0.0023
O 1.758 2.161 1.655 -0.16 0.53 -1.81 -0.0151
C 2.122 -0.122 1.373 -0.05 0.78 0.41 -0.0002
N 2.095 0.163 0.056 -0.02 0.50 0.01 -0.0268
C 2.332 -0.795 -0.816 0.02 -0.35 -0.01 0.0121
C 2.638 -2.097 -0.409 -0.02 0.11 -0.27 -0.0026
C 2.667 -2.401 0.929 -0.06 0.10 0.25 0.0101
C 2.372 -1.399 1.870 0.12 -0.25 -0.03 -0.0005
H -3.511 -5.964 -0.250 -0.01 0.01 0.00 0.0000
H -2.553 -4.460 -0.269 0.02 0.00 0.00 0.0001
H -3.498 -4.904 1.181 0.00 0.01 0.00 0.0000
H 0.192 -7.329 1.713 0.00 0.00 0.00 0.0000
H 2.051 -6.323 3.047 0.01 0.00 0.01 -0.0006
H 0.029 -2.521 2.916 0.04 0.01 0.03 -0.0006
H -1.734 -3.477 1.620 0.02 -0.10 0.08 0.0014
H 2.172 -0.585 5.193 -0.02 0.01 -0.01 -0.0017
H 1.755 1.683 4.268 -0.01 0.01 0.03 0.0000
H 2.289 -0.526 -1.862 0.01 0.00 -0.03 -0.0023
H 2.854 -2.849 -1.153 -0.01 0.01 -0.01 0.0001
H 2.919 -3.402 1.249 0.02 -0.01 0.01 0.0014
I -1.888 -0.434 -7.366 0.01 0.02 0.05 0.0001
C -1.524 0.341 -5.465 0.00 0.01 0.01 0.0005
C -0.221 0.445 -4.997 0.02 -0.03 -0.05 -0.0001
C 0.014 0.954 -3.730 -0.02 0.00 0.03 0.0001
C -1.043 1.347 -2.920 0.01 0.07 -0.01 -0.0040
C -2.343 1.261 -3.409 0.01 0.00 0.05 -0.0016
C -2.589 0.760 -4.677 -0.03 -0.02 -0.03 -0.0001
C -0.845 1.881 -1.530 -0.41 -0.14 0.09 0.0026
O -1.783 2.095 -0.796 0.17 0.03 -0.05 0.0185
O 0.408 2.118 -1.208 0.65 -0.02 -0.03 0.0308
H 0.606 0.137 -5.622 0.00 0.00 0.01 0.0000
H 1.029 1.056 -3.371 0.03 -0.01 0.01 0.0015
H -3.153 1.613 -2.781 -0.01 0.00 -0.01 0.0001
H -3.600 0.710 -5.061 0.01 0.00 0.01 -0.0001
C -5.254 -0.862 -2.373 -0.04 0.02 -0.01 -0.0001
C -4.624 -1.217 -1.069 0.01 -0.01 0.05 -0.0001
C -5.304 -1.657 0.030 0.03 -0.01 -0.03 -0.0001
C -4.563 -1.918 1.203 0.01 0.03 -0.07 0.0000
N -3.255 -1.763 1.273 -0.13 -0.08 0.01 -0.0001
C -2.574 -1.330 0.188 0.19 0.09 0.04 -0.0010
S -0.921 -1.111 0.180 0.07 0.00 -0.12 0.0014
N -3.285 -1.074 -0.963 -0.10 0.06 0.00 -0.0001
C -5.260 -2.374 2.444 0.02 0.00 0.01 0.0000
H -6.208 -1.371 -2.483 0.00 0.01 0.00 0.0000
H -4.608 -1.128 -3.208 0.01 -0.01 -0.02 0.0000
H -5.437 0.214 -2.412 0.02 -0.01 0.00 0.0000
H -6.373 -1.800 -0.003 0.00 0.01 0.00 0.0000
H -2.747 -0.719 -1.746 0.00 -0.01 0.03 0.0004
H -6.169 -2.928 2.217 0.00 0.00 0.00 0.0000
H -5.540 -1.496 3.032 -0.01 0.00 0.01 0.0000
H -4.589 -2.978 3.051 -0.01 0.01 0.01 0.0000
```
Positions in Å, forces in eV/Å.

The value obtained for the HOMO energy (spin up / spin down) is -9.68 / -9.65 eV. As for the net charge: +1. The multiplicity is 2. For the relative energy (zero: lowest compared OMol25 entry of this formula, charge and spin), the calculation gives 0.000 eV.

=====

Computed, not measured: a structure of composition C39H30ClN5O3Ru at a distorted geometry, with ωB97M-V/def2-TZVPD.

Structure (XYZ):
```
79
Properties=species:S:1:pos:R:3:forces:R:3:mulliken_spin:R:1
Ru 0.112 0.705 0.094 -0.54 -3.09 0.00 0.3544
Cl -2.284 -3.503 5.669 0.04 0.06 -0.04 0.0002
C -1.579 -2.320 4.585 -0.02 -0.03 0.02 0.0019
C -0.913 -1.199 5.117 0.00 -0.01 0.04 -0.0008
C -0.369 -0.271 4.285 0.01 0.03 -0.10 0.0042
C -0.437 -0.368 2.851 -0.13 -0.22 -0.01 0.0140
O 0.099 0.554 2.172 0.22 0.40 -0.19 -0.0020
C -1.113 -1.536 2.334 0.02 -0.01 -0.21 -0.0117
C -1.286 -1.868 0.949 -0.06 0.02 0.47 0.0045
N -0.885 -1.188 -0.063 1.21 1.80 -0.41 -0.0233
C -1.106 -1.550 -1.407 0.07 0.16 0.02 -0.0028
C -1.760 -2.670 -1.839 -0.10 -0.20 0.00 -0.0002
C -1.909 -2.948 -3.214 0.00 0.00 0.10 0.0006
C -1.397 -2.109 -4.158 0.05 0.10 -0.01 0.0005
C -0.715 -0.935 -3.757 -0.02 -0.06 -0.10 0.0037
C -0.138 -0.029 -4.680 -0.05 -0.06 -0.02 -0.0038
C 0.514 1.074 -4.225 0.02 0.03 0.12 0.0035
C 0.578 1.300 -2.832 -0.03 0.02 -0.16 -0.0233
N 0.047 0.483 -1.957 0.22 0.30 0.32 -0.0364
C -0.586 -0.649 -2.389 -0.03 -0.05 0.20 0.0251
C -1.667 -2.476 3.237 -0.03 -0.04 0.04 -0.0009
H -0.838 -1.082 6.191 -0.02 -0.01 0.00 0.0001
H 0.145 0.596 4.679 0.00 0.01 -0.01 -0.0002
H -1.824 -2.802 0.784 0.02 0.05 -0.09 0.0014
H -2.168 -3.368 -1.121 -0.01 -0.02 -0.04 -0.0004
H -2.432 -3.847 -3.517 -0.01 0.00 0.03 -0.0002
H -1.501 -2.325 -5.214 0.01 0.00 -0.01 0.0001
H -0.223 -0.232 -5.741 0.00 -0.01 0.00 -0.0003
H 0.972 1.782 -4.901 0.00 0.01 0.02 0.0000
H 1.069 2.176 -2.426 0.00 -0.03 -0.03 0.0031
H -2.177 -3.346 2.838 0.01 0.01 -0.01 0.0000
C -0.221 4.331 -0.367 -0.05 -0.09 0.00 0.0174
C -1.701 4.147 -0.216 0.01 0.22 -0.09 0.0134
C -2.581 5.213 -0.277 -0.01 -0.10 0.01 -0.0045
C -3.956 5.052 -0.126 -0.06 0.10 -0.01 0.0022
C -4.454 3.768 0.090 0.14 -0.02 0.00 -0.0029
C -3.622 2.667 0.147 -0.24 0.06 0.09 0.0227
C -4.143 1.279 0.376 0.07 0.04 -0.01 0.0583
C -2.209 2.828 -0.008 0.06 -0.58 0.07 -0.0579
N -1.415 1.776 0.030 -0.56 1.14 -0.10 0.6675
H 0.030 5.386 -0.485 0.03 0.01 0.00 0.0015
H 0.166 3.785 -1.236 -0.03 0.07 -0.01 -0.0018
H 0.324 3.930 0.493 0.00 0.01 0.02 0.0022
H -2.176 6.208 -0.438 0.02 0.01 0.00 0.0007
H -4.622 5.905 -0.170 0.01 0.00 0.00 -0.0009
H -5.523 3.621 0.214 -0.01 -0.02 0.00 0.0024
H -5.230 1.278 0.478 -0.01 -0.01 0.00 0.0016
H -3.704 0.836 1.276 -0.01 -0.01 0.01 -0.0111
H -3.862 0.619 -0.454 0.00 0.00 0.00 -0.0056
O 2.390 -2.268 -0.517 -0.03 -0.05 -0.04 0.0009
C 2.835 -1.172 -0.238 -0.09 -0.07 0.06 -0.0020
N 4.184 -0.881 -0.146 0.01 0.00 -0.01 0.0011
C 4.438 0.500 0.170 0.02 -0.01 -0.01 -0.0054
C 2.965 0.992 0.265 0.08 -0.20 -0.12 -0.0275
O 2.626 2.151 0.475 -0.11 0.12 -0.01 -0.0107
N 2.122 -0.026 0.035 -0.03 0.23 0.18 0.0275
C 5.192 1.233 -0.947 -0.01 -0.01 0.03 0.0000
C 5.121 2.618 -1.073 0.03 0.00 0.01 0.0000
C 5.835 3.271 -2.067 -0.01 0.00 0.01 0.0000
C 6.639 2.556 -2.945 -0.01 -0.02 0.00 0.0000
C 6.718 1.177 -2.820 -0.01 0.02 0.01 -0.0001
C 5.999 0.524 -1.829 0.00 0.00 -0.03 -0.0002
C 5.189 0.690 1.491 -0.03 0.02 -0.01 -0.0015
C 6.043 -0.301 1.962 0.01 -0.01 0.00 -0.0001
C 6.764 -0.121 3.134 -0.01 0.02 0.00 0.0001
C 6.639 1.057 3.855 -0.01 -0.01 -0.01 0.0000
C 5.787 2.049 3.392 0.01 0.00 -0.01 0.0001
C 5.070 1.872 2.218 0.01 -0.01 0.01 0.0004
H 4.865 -1.606 -0.264 -0.02 0.00 0.00 0.0000
H 4.483 3.178 -0.405 -0.01 0.01 0.00 0.0006
H 5.759 4.347 -2.157 0.00 0.00 0.00 0.0000
H 7.193 3.068 -3.722 0.01 0.00 0.00 0.0000
H 7.338 0.604 -3.499 0.00 0.00 0.00 0.0000
H 6.062 -0.554 -1.760 -0.01 0.00 -0.01 -0.0002
H 6.146 -1.233 1.423 -0.01 0.00 0.01 0.0000
H 7.420 -0.908 3.486 0.00 0.00 0.00 0.0000
H 7.193 1.196 4.775 0.01 0.00 0.00 0.0000
H 5.671 2.969 3.952 -0.01 0.00 0.00 0.0000
H 4.388 2.637 1.875 -0.01 0.01 0.00 0.0011
```
Positions in Å, forces in eV/Å.

The value obtained for the HOMO energy (spin up / spin down) is -2.83 / -2.57 eV. As for the net charge: -1. The multiplicity is 2. For the relative energy (zero: lowest compared OMol25 entry of this formula, charge and spin), the calculation gives 0.393 eV.

=====

Computed, not measured: a structure of composition C39H30N3ReS at a distorted geometry, with ωB97M-V/def2-TZVPD.

Structure (XYZ):
```
74
Properties=species:S:1:pos:R:3:forces:R:3:mulliken_spin:R:1
Re -8.389 13.320 14.945 0.18 0.04 -0.61 1.8778
S -6.427 13.605 10.845 -0.11 -0.13 0.24 -0.0013
C -5.311 14.295 11.952 -0.06 0.13 0.28 0.0104
C -5.767 14.238 13.244 0.57 0.16 -0.05 0.0253
C -7.016 13.578 13.394 -0.71 -0.41 -0.40 -0.0956
C -7.500 13.192 12.150 0.60 0.14 0.12 0.0839
C -8.793 12.541 12.056 0.09 0.35 0.33 -0.0686
C -9.384 12.053 10.937 0.17 0.08 0.22 -0.0253
C -10.707 11.536 11.079 -0.74 -0.38 -0.61 0.0091
C -11.392 11.515 12.220 0.15 0.11 0.45 -0.0126
C -10.737 11.965 13.505 0.85 0.23 -0.06 -0.0254
N -9.380 12.548 13.306 -0.40 -0.16 0.16 0.0878
H -4.383 14.731 11.599 -0.20 -0.07 0.04 0.0002
H -5.223 14.665 14.084 0.03 -0.13 -0.18 0.0076
H -8.913 12.094 9.966 0.13 0.01 0.06 -0.0020
H -11.198 11.145 10.193 -0.03 0.06 -0.06 0.0007
H -12.399 11.134 12.331 -0.04 -0.02 -0.24 0.0001
H -11.361 12.727 13.988 -0.06 0.01 0.11 -0.0226
C -9.996 11.802 18.479 0.49 -0.01 0.41 -0.0682
C -8.989 11.915 19.496 -0.39 -0.11 0.04 0.3448
C -7.891 12.714 19.249 0.11 0.03 0.19 -0.1485
C -7.679 13.333 18.020 0.00 -0.21 -0.33 0.2353
N -8.575 13.024 16.972 0.99 0.70 0.69 0.2918
C -9.726 12.377 17.281 -0.45 -0.52 0.28 0.1330
C -6.586 14.270 17.767 0.14 -0.04 0.18 0.0270
C -5.460 14.298 18.632 -0.28 0.03 -0.29 0.0818
C -4.434 15.212 18.491 -0.30 -0.13 -0.09 -0.0407
C -4.482 16.123 17.437 0.10 0.02 -0.06 0.0916
C -5.547 16.075 16.551 0.16 -0.06 0.02 -0.0512
C -6.611 15.175 16.674 -0.31 -0.17 0.14 0.0356
H -10.935 11.296 18.686 0.12 0.14 -0.22 -0.0062
H -9.137 11.455 20.469 0.06 0.11 -0.13 0.0372
H -7.202 12.901 20.067 -0.05 0.02 -0.16 0.0001
H -10.459 12.365 16.497 -0.37 -0.14 -0.32 0.0214
H -5.381 13.557 19.413 -0.05 -0.04 0.11 0.0073
H -3.611 15.192 19.194 0.05 0.05 -0.08 -0.0026
H -3.683 16.844 17.287 -0.11 -0.06 0.04 0.0088
H -5.566 16.773 15.725 -0.02 0.04 -0.11 -0.0009
C -8.559 17.665 15.797 -0.02 -0.13 0.19 -0.0037
C -8.920 16.188 16.105 -0.13 0.21 -0.06 0.0292
C -9.249 16.131 17.595 0.30 -0.17 0.44 0.0250
C -7.745 15.240 15.672 0.08 0.38 0.27 0.0749
C -10.123 15.834 15.239 -0.48 -0.08 -0.13 0.0535
C -11.393 15.568 15.757 0.09 0.17 0.00 -0.0109
C -12.481 15.304 14.924 0.20 -0.15 0.10 0.0133
C -12.302 15.227 13.555 -0.05 -0.02 -0.16 -0.0095
C -11.037 15.453 13.016 -0.37 0.01 0.11 0.0371
C -9.983 15.772 13.841 0.29 0.16 0.35 -0.0163
H -7.679 17.971 16.381 -0.07 -0.12 -0.24 0.0018
H -9.386 18.316 16.104 0.04 -0.03 -0.13 0.0009
H -8.378 17.806 14.725 0.08 0.05 0.22 -0.0016
H -8.355 16.433 18.175 -0.41 -0.19 -0.24 -0.0020
H -9.551 15.131 17.933 0.10 0.27 -0.11 -0.0017
H -10.052 16.831 17.850 0.05 -0.01 -0.08 -0.0014
H -7.313 15.754 14.816 0.12 0.04 -0.29 -0.0508
H -11.547 15.560 16.827 0.00 0.06 0.00 0.0064
H -13.455 15.120 15.364 0.03 -0.01 -0.04 0.0012
H -13.131 14.964 12.911 0.00 0.05 -0.03 -0.0007
H -10.870 15.361 11.956 0.00 -0.03 -0.21 0.0000
H -9.008 15.937 13.401 0.06 0.02 -0.04 -0.0215
N -11.383 3.863 18.281 0.17 0.94 -0.42 0.0002
C -11.221 4.905 17.800 -0.30 -1.40 0.77 -0.0002
C -11.040 6.176 17.192 0.20 0.40 -0.29 0.0004
C -10.025 6.339 16.250 0.25 0.64 -0.52 -0.0003
C -9.870 7.558 15.583 0.10 -0.68 0.30 -0.0020
C -10.723 8.624 15.858 -0.57 -0.51 0.61 -0.0069
C -11.738 8.456 16.825 0.61 -0.63 0.02 0.0034
C -11.885 7.245 17.493 -0.33 0.65 -0.22 0.0002
C -10.654 9.830 15.130 0.11 1.21 -1.01 0.0062
C -10.648 10.810 14.419 -0.23 -0.74 0.47 0.0281
H -9.349 5.526 16.000 -0.21 0.01 0.17 0.0000
H -9.089 7.663 14.835 -0.16 0.07 0.14 -0.0002
H -12.393 9.282 17.040 -0.12 0.12 0.03 0.0011
H -12.695 7.153 18.216 0.28 -0.19 -0.11 -0.0001
```
Positions in Å, forces in eV/Å.

The value obtained for the HOMO energy (spin up / spin down) is -2.31 / -3.29 eV. As for the net charge: -1. The multiplicity is 4.